(1)
DFT (ωB97M-V/def2-TZVPD) results for an isolated ion of composition C3BrFO4 and charge -2 at a distorted geometry.

```
! wB97M-V def2-TZVPD RIJCOSX def2/J DEFGRID3
* xyz -2 1
O -0.002 -2.372 -0.407
C 0.545 -1.293 0.003
O 1.720 -0.992 0.176
C -0.479 0.043 0.355
F -0.637 0.224 1.701
Br -2.220 -0.294 -0.489
C 0.215 1.273 -0.326
O 1.154 1.657 0.322
O -0.295 1.754 -1.336
*
```

The calculation puts the energy above the lowest of the compared OMol25 structures with the same formula, charge and spin at 0.0 kJ/mol. The calculation puts the LUMO energy at 5.8 eV. As for the HOMO energy: -0.257 eV. Its largest force on an atom is 3.22 eV/A.

=====

(2)
DFT (ωB97M-V/def2-TZVPD) results for a 2-piece molecular cluster, C3Cl2S3 overall at a distorted geometry.

```
! wB97M-V def2-TZVPD RIJCOSX def2/J DEFGRID3
* xyz 0 1
C -0.420 -0.015 1.417
C 0.856 0.160 1.298
C -0.375 -0.220 -2.300
S -0.776 1.267 -2.413
S -0.178 1.779 1.312
S 0.004 -1.703 -2.037
Cl -1.627 -1.193 1.472
Cl 2.517 -0.075 1.251
*
```

The calculation puts the energy above the lowest of the compared OMol25 structures with the same formula, charge and spin at 0.0 kJ/mol. The calculation puts the LUMO energy at 0.0 eV. As for the HOMO energy: -8.156 eV. Its largest force on an atom is 1.49 eV/A.

=====

(3)
DFT (ωB97M-V/def2-TZVPD) results for a 2-piece molecular cluster, C3Cl3F2N overall at a distorted geometry.

```
! wB97M-V def2-TZVPD RIJCOSX def2/J DEFGRID3
* xyz 0 1
C -1.392 0.425 -0.874
C -0.949 -0.561 0.021
C 1.350 0.287 0.342
N -1.619 1.294 -1.610
F 1.683 -0.529 1.299
F 1.053 1.485 0.740
Cl -0.794 -2.144 -0.469
Cl -1.777 -0.331 1.560
Cl 2.446 0.074 -1.009
*
```

The calculation puts the energy above the lowest of the compared OMol25 structures with the same formula, charge and spin at 96.1 kJ/mol. The calculation puts the LUMO energy (spin up / spin down) at -1.7 / -1.1 eV. As for the HOMO energy (spin up / spin down): -9.458 / -9.411 eV. Its largest force on an atom is 2.79 eV/A.

=====

(4)
DFT (ωB97M-V/def2-TZVPD) results for a 2-piece molecular cluster, C3Cl3F3O overall at a distorted geometry.

```
! wB97M-V def2-TZVPD RIJCOSX def2/J DEFGRID3
* xyz 0 1
C 1.227 0.640 0.305
C 0.969 -0.765 0.007
C -1.399 0.307 -0.289
O 1.667 1.482 -0.377
F 0.995 0.738 1.709
F -1.410 0.965 -1.456
F -1.629 1.084 0.787
Cl 1.375 -1.330 -1.567
Cl 0.480 -1.947 1.140
Cl -2.273 -1.174 -0.259
*
```

The calculation puts the energy above the lowest of the compared OMol25 structures with the same formula, charge and spin at 229.4 kJ/mol. The calculation puts the LUMO energy (spin up / spin down) at -1.1 / -1.9 eV. As for the HOMO energy (spin up / spin down): -9.453 / -9.670 eV. Its largest force on an atom is 3.16 eV/A.

=====

(5)
DFT (ωB97M-V/def2-TZVPD) results for one molecule with the formula C3Cl3NO at a distorted geometry.

```
! wB97M-V def2-TZVPD RIJCOSX def2/J DEFGRID3
* xyz 0 1
N -0.798 -0.457 2.666
C -0.641 -0.129 1.574
O -0.634 0.132 0.326
C 0.538 0.589 -0.485
Cl 1.240 2.021 0.108
C 0.705 -0.157 -1.542
Cl 2.005 -0.184 -2.686
Cl -0.366 -1.450 -1.816
*
```

The calculation puts the energy above the lowest of the compared OMol25 structures with the same formula, charge and spin at 203.5 kJ/mol. The calculation puts the LUMO energy at 0.2 eV. As for the HOMO energy: -10.305 eV. Its largest force on an atom is 3.56 eV/A.

=====

(6)
DFT (ωB97M-V/def2-TZVPD) results for one molecule with the formula C3ClN3OS at a distorted geometry.

```
! wB97M-V def2-TZVPD RIJCOSX def2/J DEFGRID3
* xyz 0 1
O 0.880 -1.851 0.105
C 1.069 -0.655 0.144
N 2.112 0.185 0.086
N 1.647 1.351 -0.063
N 0.400 1.446 -0.316
C -0.124 0.292 0.000
C -1.435 -0.162 -0.027
S -1.936 -1.744 -0.128
Cl -2.613 1.139 0.199
*
```

The calculation puts the LUMO energy (spin up / spin down) at -3.8 / -3.8 eV. As for the HOMO energy (spin up / spin down): -9.826 / -9.824 eV. Its largest force on an atom is 5.88 eV/A.

=====

(7)
DFT (ωB97M-V/def2-TZVPD) results for a 2-piece molecular cluster, C3F4O2 overall at a distorted geometry.

```
! wB97M-V def2-TZVPD RIJCOSX def2/J DEFGRID3
* xyz 0 1
O -1.900 1.621 -0.077
C -1.573 0.510 -0.049
C -0.997 -0.672 -0.033
F -0.841 -1.408 1.073
F -0.802 -1.388 -1.149
O 1.552 0.779 1.129
C 1.661 0.249 0.102
F 1.425 0.789 -1.082
F 2.069 -0.978 -0.123
*
```

The calculation puts the energy above the lowest of the compared OMol25 structures with the same formula, charge and spin at 151.7 kJ/mol. The calculation puts the LUMO energy at -0.5 eV. As for the HOMO energy: -9.642 eV. Its largest force on an atom is 1.18 eV/A.

=====

(8)
DFT (ωB97M-V/def2-TZVPD) results for a 5-piece molecular cluster, C3F6O6 overall at a distorted geometry.

```
! wB97M-V def2-TZVPD RIJCOSX def2/J DEFGRID3
* xyz 0 3
C 1.656 1.039 -1.526
C -6.786 -2.372 1.202
C 1.605 3.277 -0.432
O 1.980 0.888 -0.421
O -6.004 -3.099 1.569
O -7.513 -1.517 0.895
O 0.290 3.121 -0.164
O 1.957 3.458 -1.526
O 2.361 3.201 0.667
F 2.487 1.025 -2.559
F 2.663 -7.410 1.022
F 0.425 1.107 -1.981
F 0.139 2.603 1.134
F 1.081 -8.597 1.801
F 3.659 3.277 0.319
*
```

As for the expectation value of S²: 2.015. The calculation puts the LUMO energy (spin up / spin down) at -0.2 / -6.7 eV. As for the HOMO energy (spin up / spin down): -12.887 / -12.887 eV. Its largest force on an atom is 3.56 eV/A.